{"formula": "C5H35O14", "method": "the ωB97M-V functional and the def2-TZVPD basis", "species": ["C", "O", "C", "C", "C", "C", "H", "H", "H", "H", "H", "H", "H", "H", "H", "H", "H", "O", "H", "H", "O", "H", "H", "O", "H", "H", "O", "H", "H", "O", "H", "H", "O", "H", "H", "O", "H", "H", "O", "H", "H", "O", "H", "H", "O", "H", "H", "O", "H", "H", "O", "H", "H", "O"], "positions_angstrom": [[0.003, -1.130, 1.611], [-0.314, -0.529, 2.856], [-0.773, -0.453, 0.490], [0.075, -0.213, -0.792], [-0.703, -0.317, -2.045], [-1.934, 0.136, -2.210], [-0.275, -2.187, 1.763], [1.129, -1.100, 1.457], [-1.670, -1.050, 0.258], [-1.139, 0.542, 0.869], [0.979, -0.878, -0.767], [0.523, 0.805, -0.679], [-0.197, -0.838, -2.815], [-2.497, 0.644, -1.417], [-2.512, 0.076, -3.151], [-2.988, -3.002, 0.588], [-3.000, -3.474, 2.056], [-3.359, -2.794, 1.434], [2.672, 1.397, 1.070], [2.743, 0.335, 2.316], [3.210, 0.568, 1.512], [0.710, 3.119, -2.217], [-0.669, 2.497, -2.626], [-0.225, 3.328, -2.383], [3.202, -0.555, 0.526], [3.980, -1.874, 0.232], [3.228, -1.414, -0.075], [3.088, -1.453, -1.744], [3.385, -0.942, -3.202], [2.906, -1.638, -2.707], [-2.102, -0.387, 2.785], [-3.266, -1.200, 2.103], [-3.009, -0.351, 2.508], [0.896, 2.220, 1.953], [2.417, 3.275, 0.938], [1.917, 2.508, 0.674], [-0.562, 2.490, 2.392], [-0.090, 0.464, 2.834], [0.255, 2.069, 2.726], [-0.687, 3.328, -0.682], [0.348, 2.920, 0.398], [-0.633, 3.200, 0.265], [0.885, -3.324, -0.310], [0.826, -3.677, -1.770], [0.378, -3.863, -0.911], [-1.241, -3.541, -0.922], [-2.312, -2.465, -1.425], [-2.236, -3.336, -0.968], [2.415, 1.526, -2.006], [2.165, 2.523, -0.806], [2.277, 2.457, -1.847], [-2.991, 1.226, 1.043], [-2.202, 2.404, 0.460], [-3.027, 1.927, 0.360]], "forces_ev_per_angstrom": [[0.9218, 0.1785, 0.5962], [0.4574, 0.8410, 0.6612], [-0.1092, 0.6237, -0.3989], [0.9148, 0.1787, 1.5562], [-0.0112, 0.0266, 0.1949], [-1.4108, 0.5064, -0.3519], [0.0737, 0.2143, -0.4050], [-1.2123, -0.0033, -0.0882], [0.3500, 0.3762, 0.0372], [0.4572, -1.1937, -0.4515], [-0.9306, 0.3066, -0.3612], [-0.3471, -0.5759, -0.2665], [0.3768, -0.3161, -1.0799], [0.4122, -0.1198, -0.0456], [0.6858, -0.2472, 0.3619], [0.7173, -0.4517, -1.5373], [-0.4908, 0.9545, -0.8564], [-0.4005, -0.9093, 2.4029], [0.3740, -0.5769, 0.7439], [-0.1736, 0.0210, 0.1580], [-0.0738, 0.5771, -0.5889], [0.3640, -0.4947, -0.2259], [0.4266, 0.2596, 0.1048], [-0.9640, 0.1096, -0.4308], [-0.0267, -0.8488, -0.4058], [1.3288, -0.8671, 0.4563], [-1.1846, 1.3728, 0.0573], [-0.1035, -0.1245, -0.5553], [-0.4323, -0.6373, 0.4392], [0.4346, 0.6842, -0.0491], [1.0777, -0.4484, 0.2376], [0.4585, 0.1833, 0.1786], [-1.8355, 0.7070, -0.2212], [-0.4901, -0.1547, 0.9532], [0.2433, 0.4837, 0.2589], [-0.0464, -0.1871, -0.0691], [0.4690, -0.1989, 0.2436], [-0.1206, -1.1592, -0.1285], [0.0490, 0.4809, -0.8373], [-0.0565, 0.2766, -0.9037], [-1.6954, 0.6207, -0.3482], [1.6238, -0.4413, 1.3439], [0.2818, 0.4193, 0.5954], [-0.5249, -0.2147, 0.7260], [0.7309, -0.1050, -1.2965], [-1.5025, 0.4909, -0.1807], [0.2717, -0.8220, 0.3944], [0.9558, 0.4613, -0.4556], [0.0026, -0.4278, -0.1358], [0.1580, -0.2817, -1.2634], [0.0673, 0.5835, 1.0650], [-0.3153, 0.2443, -0.2187], [0.6363, 0.3757, -0.0453], [-0.8625, -0.7507, 0.4355]], "total_energy_ev": -34421.739, "gap_ev": 9.5, "total_charge": -1, "lumo_ev": 2.507, "de_lowest_kj_mol": 0.0}

{"formula": "C39H52I2N5O3P", "method": "the ωB97M-V functional and the def2-TZVPD basis", "species": ["C", "C", "O", "O", "C", "C", "P", "C", "C", "O", "C", "C", "C", "C", "C", "C", "C", "C", "C", "C", "C", "I", "C", "C", "I", "H", "H", "H", "H", "H", "H", "H", "H", "H", "H", "H", "H", "H", "H", "H", "H", "H", "H", "H", "H", "H", "H", "H", "H", "H", "H", "H", "C", "C", "C", "N", "C", "H", "H", "H", "H", "H", "C", "C", "C", "N", "C", "H", "H", "H", "H", "H", "C", "C", "C", "N", "C", "H", "H", "H", "H", "H", "C", "C", "C", "N", "C", "H", "H", "H", "H", "H", "C", "C", "C", "N", "C", "H", "H", "H", "H", "H"], "positions_angstrom": [[5.266, -4.892, 0.553], [5.174, -3.412, -0.037], [6.172, -3.002, -0.699], [4.105, -2.499, 0.153], [2.802, -3.131, -0.025], [1.563, -2.096, 0.060], [2.001, -0.511, 1.082], [1.642, 0.497, -0.499], [0.136, 0.689, -0.946], [-0.102, 1.747, -1.626], [-1.132, -0.226, -0.705], [-2.285, 0.403, 0.167], [-3.615, -0.307, 0.487], [-3.877, -1.741, -0.050], [-2.764, -2.371, -0.934], [-1.417, -1.633, -1.271], [0.750, 0.428, 2.142], [0.732, 2.019, 2.048], [2.148, 2.759, 2.164], [-0.145, 2.537, 3.332], [2.410, -1.566, 2.655], [1.282, -3.376, 3.248], [3.456, -1.250, 3.595], [3.749, -2.190, 4.889], [4.718, 0.495, 3.424], [4.403, -5.140, 1.255], [5.381, -5.602, -0.332], [6.240, -4.944, 1.173], [2.688, -4.040, 0.663], [2.809, -3.567, -1.110], [1.337, -1.832, -1.043], [0.588, -2.587, 0.427], [3.395, -0.148, 0.886], [2.074, 1.559, -0.320], [2.234, 0.124, -1.423], [-2.148, 1.464, 0.589], [-4.378, 0.253, 1.145], [-4.865, -2.245, 0.213], [-2.993, -3.422, -1.345], [-0.639, -2.141, -1.925], [-0.283, -0.060, 1.946], [0.970, 0.174, 3.250], [0.192, 2.459, 1.138], [2.528, 2.785, 3.256], [2.155, 3.849, 1.800], [2.990, 2.229, 1.571], [0.474, 2.625, 4.284], [-0.590, 3.550, 2.992], [-1.033, 1.820, 3.404], [3.990, -3.239, 4.489], [2.832, -2.247, 5.585], [4.667, -1.832, 5.477], [3.460, -3.588, -3.914], [3.400, -4.525, -4.975], [2.363, -4.150, -5.795], [1.791, -3.024, -5.265], [2.457, -2.672, -4.122], [4.160, -3.584, -3.091], [4.045, -5.379, -5.124], [1.982, -4.587, -6.706], [1.004, -2.532, -5.656], [2.160, -1.802, -3.556], [-8.391, 1.392, -2.151], [-9.002, 0.510, -1.226], [-8.021, 0.069, -0.373], [-6.839, 0.648, -0.752], [-7.057, 1.460, -1.831], [-8.874, 1.919, -2.960], [-10.045, 0.230, -1.188], [-8.061, -0.607, 0.469], [-5.948, 0.500, -0.304], [-6.246, 2.014, -2.279], [9.493, -1.218, 6.954], [9.426, -2.142, 5.881], [8.392, -1.748, 5.066], [7.830, -0.624, 5.610], [8.498, -0.291, 6.758], [10.192, -1.230, 7.777], [10.063, -2.999, 5.722], [8.008, -2.171, 4.150], [7.047, -0.121, 5.224], [8.208, 0.574, 7.335], [-0.410, 5.551, -0.186], [-1.705, 6.081, -0.409], [-1.904, 7.076, 0.518], [-0.778, 7.161, 1.295], [0.138, 6.238, 0.868], [0.069, 4.754, -0.737], [-2.412, 5.771, -1.163], [-2.747, 7.727, 0.693], [-0.646, 7.802, 2.060], [1.099, 6.149, 1.351], [-8.880, 0.940, -7.145], [-10.176, 1.471, -7.360], [-10.373, 2.457, -6.425], [-9.246, 2.539, -5.651], [-8.328, 1.620, -6.087], [-8.403, 0.148, -7.704], [-10.885, 1.165, -8.115], [-11.217, 3.106, -6.244], [-9.113, 3.175, -4.882], [-7.366, 1.529, -5.607]], "forces_ev_per_angstrom": [[-0.0866, 0.8119, 0.5162], [3.5655, 1.4070, -2.0911], [-4.0609, -1.3833, 2.6903], [0.5152, -2.0949, -0.1147], [-1.0195, -1.4183, -1.0716], [0.3272, -0.8596, -0.8138], [-0.6368, -0.9887, -1.6333], [-0.1397, 1.5009, -0.8166], [-0.5459, 3.2674, -2.7053], [0.4691, -3.7518, 2.6035], [-3.7284, -1.9203, 1.2951], [-0.5715, -2.2456, -0.9747], [2.7214, -1.4828, -1.8757], [3.6721, 2.4742, -0.8466], [-0.1911, 2.6175, 1.2564], [-2.3354, 1.5461, 2.2004], [-0.2653, 0.3810, 1.1561], [-0.4478, 1.3207, 1.1050], [1.0391, -0.3143, 0.0400], [-0.5691, 0.1204, -1.9378], [3.9684, 0.2789, 3.5011], [0.3440, 1.1041, -0.4505], [-2.8508, -2.4501, -0.8326], [0.4301, 0.4499, -0.6080], [-0.5309, -1.0347, 0.0860], [1.0959, 0.1107, -1.1582], [-0.3906, 0.9212, 1.2917], [-1.5639, 0.2512, -1.1439], [0.0768, 1.5590, -0.6903], [-0.2229, 0.7737, 1.8531], [0.4701, -0.0775, 2.0036], [1.7648, 0.5195, -0.2525], [-0.8555, -0.3113, 0.7143], [-1.0465, -1.4857, -0.4903], [-0.9431, 0.3136, 1.5495], [-0.0970, -1.8372, -0.8038], [1.4001, -1.0894, -1.1200], [1.6998, 0.5487, -0.6031], [0.7094, 1.9163, 0.6021], [-1.3068, 0.6574, 0.9566], [1.5690, 0.9661, 0.0726], [-0.2415, 0.3831, -1.8467], [0.7981, -1.0569, 1.0643], [-0.7367, -0.1610, -1.6963], [-0.4427, -1.6469, 0.4540], [-1.4268, 0.8280, 0.8451], [-0.9634, -0.2419, -1.2721], [0.8311, -1.4212, 0.9900], [1.1910, 0.9871, 0.4119], [-0.4480, 1.5160, 0.6823], [1.4604, 0.1617, -1.1712], [-1.4413, -0.3606, -0.9087], [-0.0878, 0.1674, 0.1681], [-0.1374, -0.0984, -0.2301], [-0.0026, -0.0491, 0.0042], [0.0593, -0.0512, -0.0043], [-0.0662, 0.0202, 0.1367], [0.0055, 0.0658, -0.1177], [-0.0625, 0.0948, -0.0016], [0.0623, 0.0241, 0.0966], [0.1707, -0.0732, 0.0543], [0.0780, -0.0431, -0.0522], [0.2377, 0.1533, -0.0397], [-0.0493, -0.1623, 0.2095], [-0.0031, -0.0372, -0.0024], [-0.0799, 0.0522, 0.0161], [0.0467, 0.0203, -0.0496], [0.0276, -0.1151, 0.0876], [0.1090, 0.0201, -0.0009], [-0.0358, 0.0586, -0.0900], [-0.1634, 0.0295, -0.2075], [-0.0815, -0.0580, 0.0270], [-0.0621, 0.2140, 0.1365], [-0.0920, -0.1030, -0.2120], [-0.0479, -0.0517, -0.0245], [0.1047, -0.0183, 0.0641], [-0.0185, -0.0022, 0.0461], [-0.0696, 0.0137, -0.0805], [-0.0653, 0.0873, 0.0018], [0.0557, 0.0353, 0.0806], [0.1014, -0.0895, 0.0030], [0.0487, -0.0955, -0.0343], [0.2428, -0.1362, 0.0549], [-0.2267, 0.2004, 0.0960], [-0.0551, -0.0310, -0.0035], [-0.0486, -0.0010, -0.0693], [0.1017, -0.0320, 0.1268], [-0.0510, 0.0568, 0.0242], [0.0754, 0.0405, 0.0714], [0.0709, -0.0816, -0.0397], [-0.0218, -0.1129, -0.1627], [-0.0790, 0.0006, -0.0687], [0.2474, 0.0107, 0.1303], [-0.2087, 0.1738, 0.0492], [-0.0932, 0.0112, 0.0075], [0.0156, -0.0468, -0.1176], [0.0585, -0.0345, 0.0261], [-0.0345, 0.0825, 0.0640], [0.0619, 0.0422, 0.0811], [0.0678, -0.0861, -0.0380], [-0.0146, -0.0894, -0.1835], [-0.1030, -0.0352, -0.0447]], "total_energy_ev": -80358.536, "gap_ev": 7.7, "total_charge": 0, "lumo_ev": -0.453, "smiles": "CC(=O)OCC[PH](CC(=O)c1ccccc1)(CC(C)C)/C(I)=C(/C)I.c1cc[nH]c1.c1cc[nH]c1.c1cc[nH]c1.c1cc[nH]c1.c1cc[nH]c1"}

{"formula": "C5H8FN", "method": "the ωB97M-V functional and the def2-TZVPD basis", "species": ["C", "C", "C", "C", "C", "N", "F", "H", "H", "H", "H", "H", "H", "H", "H"], "positions_angstrom": [[0.296, -0.716, 0.649], [-0.488, -1.423, 1.203], [-0.216, 1.284, -1.752], [1.241, 0.164, -0.012], [0.564, 1.466, -0.458], [-1.729, -2.374, 2.457], [-1.016, -3.478, 2.837], [-0.952, 0.490, -1.645], [0.454, 1.028, -2.568], [-0.737, 2.201, -2.016], [1.690, -0.343, -0.869], [2.027, 0.376, 0.718], [1.334, 2.230, -0.599], [-0.106, 1.809, 0.333], [-2.363, -2.714, 1.720]], "forces_ev_per_angstrom": [[0.3194, 0.0998, -0.3032], [-3.6644, -2.8066, 3.3617], [0.0182, 0.0914, 0.2125], [0.0747, 0.3028, 0.1398], [0.1221, 0.0573, -0.1700], [2.7636, 2.6324, -2.6985], [-0.1372, -0.1661, -0.1990], [-0.0952, -0.0828, -0.0321], [0.0559, -0.0673, -0.1357], [-0.0927, 0.0686, -0.0829], [0.0901, 0.0271, 0.0388], [0.1114, 0.0197, -0.1533], [-0.0592, -0.0052, 0.0299], [0.1084, 0.0313, 0.0145], [0.3849, -0.2024, -0.0227]], "total_energy_ev": -9515.591, "gap_ev": [9.6, 9.6], "total_charge": 0, "lumo_ev": [-0.352, -0.352], "de_lowest_kj_mol": 598.1}